Record 1
{"formula": "C22H34EuN3O2S4Se", "method": "the ωB97M-V functional and the def2-TZVPD basis", "elements": ["Eu", "Se", "S", "S", "S", "S", "O", "O", "N", "N", "N", "C", "C", "C", "C", "C", "C", "C", "C", "C", "C", "C", "C", "C", "C", "C", "C", "C", "C", "C", "C", "C", "C", "H", "H", "H", "H", "H", "H", "H", "H", "H", "H", "H", "H", "H", "H", "H", "H", "H", "H", "H", "H", "H", "H", "H", "H", "H", "H", "H", "H", "H", "H", "H", "H", "H", "H"], "positions_angstrom": [[0.361, -0.108, -0.084], [0.421, -2.499, -1.676], [-1.111, 2.240, 1.442], [-2.646, -0.716, 0.208], [-1.216, 0.119, -2.844], [0.314, 2.863, -1.619], [0.017, -0.662, 2.529], [1.966, -1.354, 1.635], [2.128, 1.637, 1.549], [3.326, -2.882, -0.316], [2.890, 0.065, -1.225], [2.145, 1.259, 3.912], [2.570, 2.883, 1.708], [-2.837, -0.637, -2.563], [-1.631, 1.806, -3.357], [-0.456, 2.744, -3.260], [-3.537, -0.238, -1.282], [-0.730, -3.557, -0.534], [-1.612, -4.418, -1.176], [-2.453, -5.222, -0.454], [4.119, -0.542, -0.692], [-3.230, 0.469, 1.452], [2.626, 2.549, 4.074], [-0.909, 3.857, 0.681], [4.297, -2.016, -1.032], [2.835, 3.393, 2.977], [-0.712, -3.520, 0.865], [-2.861, 1.910, 1.201], [1.888, 0.804, 2.583], [-0.949, 3.891, -0.826], [-1.629, -4.266, 1.561], [1.270, -0.503, 2.296], [-2.487, -5.146, 0.924], [-1.676, -4.161, 2.635], [-1.546, -4.422, -2.272], [-3.132, -5.887, -0.993], [-0.740, 3.748, -3.594], [-1.934, 3.619, -1.211], [0.067, 4.183, 1.034], [-0.763, 4.906, -1.161], [-3.362, 2.526, 1.940], [2.727, 3.511, 0.828], [-3.156, 2.259, 0.210], [-3.170, -5.778, 1.493], [-4.494, -0.765, -1.258], [4.207, -2.201, -2.116], [-1.654, 4.535, 1.088], [3.218, 4.401, 3.141], [-2.629, -1.708, -2.572], [-1.975, 1.748, -4.398], [-3.467, -0.420, -3.430], [5.011, -0.006, -1.028], [1.993, 0.606, 4.770], [5.319, -2.327, -0.767], [0.334, 2.414, -3.934], [3.088, -2.477, 0.608], [-4.318, 0.411, 1.508], [2.401, -2.878, -0.840], [2.856, 2.892, 5.063], [-3.741, 0.832, -1.260], [-2.459, 2.161, -2.758], [4.106, -0.415, 0.398], [-2.802, 0.116, 2.383], [2.889, 0.020, -2.253], [2.943, 1.070, -1.034], [3.678, -3.842, -0.234], [0.011, -2.873, 1.358]], "e_above_lowest_kj_mol": 0.0, "s_squared": 15.760, "gap_ha": [0.2717, 0.2774], "e_lumo_ev": [-2.0, -2.0], "multiplicity": 8, "charge": 1, "e_tot_ha": -5877.887388, "e_homo_ev": [-9.416, -9.570]}

***

Record 2
{"formula": "C22H34IrN4OS", "method": "the ωB97M-V functional and the def2-TZVPD basis", "elements": ["Ir", "S", "O", "N", "N", "N", "N", "C", "C", "C", "C", "C", "C", "C", "C", "C", "C", "C", "C", "C", "C", "C", "C", "C", "C", "C", "C", "C", "C", "H", "H", "H", "H", "H", "H", "H", "H", "H", "H", "H", "H", "H", "H", "H", "H", "H", "H", "H", "H", "H", "H", "H", "H", "H", "H", "H", "H", "H", "H", "H", "H", "H", "H"], "positions_angstrom": [[-0.460, 0.997, -0.300], [1.127, -1.377, 0.984], [-0.164, -0.448, 0.924], [0.297, 2.625, 0.917], [-1.247, -0.065, -2.034], [1.527, 1.039, -1.006], [-2.517, 1.742, -0.281], [-0.736, -3.070, -0.133], [-1.456, 3.971, -0.308], [-3.100, 1.501, -1.630], [-0.610, 0.245, -3.359], [-0.320, 3.981, 0.696], [2.122, 2.348, -0.645], [-1.076, -4.227, -0.821], [2.670, -2.202, 4.536], [1.241, -1.803, 2.671], [1.610, -3.723, -0.238], [1.766, 2.601, 0.784], [-2.620, 3.138, 0.212], [1.544, -2.421, 5.317], [2.528, -1.874, 3.195], [1.247, -4.878, -0.918], [0.097, -2.027, 3.435], [0.263, -2.336, 4.771], [-0.089, -5.128, -1.204], [1.639, 0.704, -2.451], [0.607, -2.845, 0.152], [0.481, 1.286, -3.244], [-2.727, 0.097, -2.020], [0.095, 2.191, -2.754], [-2.718, 2.252, -2.326], [-2.114, -4.437, -1.044], [-3.582, 3.555, -0.088], [-3.138, -0.609, -1.295], [1.662, -2.659, 6.366], [-0.683, 4.356, 1.652], [3.658, -2.274, 4.969], [2.602, 1.061, -2.818], [-1.056, -1.042, -1.813], [-0.363, -6.038, -1.720], [2.212, 3.530, 1.140], [2.651, -3.524, -0.011], [-1.499, -2.377, 0.198], [-1.104, 3.578, -1.275], [-0.188, -0.677, -3.757], [-3.022, 1.139, 0.370], [0.079, 2.325, 1.864], [3.207, 2.321, -0.758], [-3.151, -0.153, -2.993], [-0.604, -2.520, 5.391], [0.798, 1.588, -4.241], [2.151, 1.791, 1.409], [-0.893, -1.959, 3.003], [-4.186, 1.600, -1.607], [2.012, -5.579, -1.223], [-1.771, 4.998, -0.492], [-1.383, 0.570, -4.053], [-2.606, 3.108, 1.302], [2.034, 0.327, -0.480], [1.647, -0.383, -2.537], [1.740, 3.112, -1.326], [3.399, -1.680, 2.581], [0.467, 4.656, 0.360]], "e_above_lowest_kj_mol": 89.2, "gap_ha": 0.2452, "e_lumo_ev": -10.8, "charge": 3, "e_tot_ha": -1654.503135, "e_homo_ev": -17.453}

***

Record 3
{"formula": "C22H34N2O4P2PtS", "method": "the ωB97M-V functional and the def2-TZVPD basis", "elements": ["Pt", "S", "P", "P", "O", "O", "O", "O", "N", "N", "C", "C", "C", "C", "C", "C", "C", "C", "C", "C", "C", "C", "C", "C", "C", "C", "C", "C", "C", "C", "C", "C", "H", "H", "H", "H", "H", "H", "H", "H", "H", "H", "H", "H", "H", "H", "H", "H", "H", "H", "H", "H", "H", "H", "H", "H", "H", "H", "H", "H", "H", "H", "H", "H", "H", "H"], "positions_angstrom": [[-0.416, 0.825, -0.434], [1.561, -2.031, 0.383], [0.442, 2.218, 1.446], [-1.291, -0.595, -2.283], [-1.221, -0.858, 2.392], [2.052, -2.348, -1.024], [-2.213, 1.003, 0.238], [0.513, -3.024, -0.159], [0.155, -0.962, 0.622], [1.113, 1.048, -1.333], [0.259, -2.628, 2.443], [1.326, -3.125, 1.729], [-0.025, 4.017, 1.523], [4.656, 1.426, -3.549], [2.263, 1.181, -2.059], [4.536, 0.434, -2.560], [-4.266, 2.227, -0.018], [-2.411, 0.182, -3.549], [2.012, -4.275, 2.119], [-2.278, -2.081, -1.790], [-3.819, 0.733, 1.999], [2.284, 2.295, 1.491], [3.580, 2.295, -3.792], [0.486, -4.438, 4.021], [-0.342, -1.411, 1.821], [1.576, -4.939, 3.281], [-3.590, 0.950, 0.499], [0.039, -1.317, -3.336], [0.003, 1.652, 3.152], [-0.177, -3.274, 3.605], [2.394, 2.180, -3.060], [3.358, 0.307, -1.820], [0.459, 4.539, 2.368], [-0.364, -2.061, -4.046], [2.848, -4.649, 1.546], [0.155, -4.954, 4.914], [-1.094, 1.574, 3.229], [-1.877, 1.021, -4.028], [-2.725, -2.585, -2.665], [-4.741, 2.055, -1.001], [-1.021, -2.894, 4.168], [3.248, -0.460, -1.047], [5.371, -0.248, -2.364], [0.535, -0.503, -3.890], [2.078, -5.839, 3.610], [-2.977, 0.165, 2.433], [1.549, 2.851, -3.242], [-1.613, -2.782, -1.259], [2.637, 2.819, 0.589], [-3.303, 0.588, -3.040], [-4.018, 0.082, -0.052], [2.673, 1.264, 1.465], [0.434, 0.650, 3.311], [-4.741, 0.153, 2.166], [0.380, 2.344, 3.926], [-3.524, 3.037, -0.121], [0.785, -1.790, -2.677], [3.667, 3.070, -4.561], [5.582, 1.520, -4.125], [0.271, 4.501, 0.577], [-3.905, 1.698, 2.529], [-3.078, -1.769, -1.097], [-5.045, 2.557, 0.692], [2.649, 2.814, 2.394], [-1.121, 4.099, 1.624], [-2.731, -0.538, -4.324]], "e_above_lowest_kj_mol": 414.6, "s_squared": 6.076, "gap_ha": [0.2177, 0.1709], "e_lumo_ev": [-0.3, -1.5], "multiplicity": 5, "e_tot_ha": -2469.015456, "e_homo_ev": [-6.198, -6.172]}

***

What did the third record say?
{"formula": "C22H34N2O4P2PtS", "method": "the ωB97M-V functional and the def2-TZVPD basis", "elements": ["Pt", "S", "P", "P", "O", "O", "O", "O", "N", "N", "C", "C", "C", "C", "C", "C", "C", "C", "C", "C", "C", "C", "C", "C", "C", "C", "C", "C", "C", "C", "C", "C", "H", "H", "H", "H", "H", "H", "H", "H", "H", "H", "H", "H", "H", "H", "H", "H", "H", "H", "H", "H", "H", "H", "H", "H", "H", "H", "H", "H", "H", "H", "H", "H", "H", "H"], "positions_angstrom": [[-0.416, 0.825, -0.434], [1.561, -2.031, 0.383], [0.442, 2.218, 1.446], [-1.291, -0.595, -2.283], [-1.221, -0.858, 2.392], [2.052, -2.348, -1.024], [-2.213, 1.003, 0.238], [0.513, -3.024, -0.159], [0.155, -0.962, 0.622], [1.113, 1.048, -1.333], [0.259, -2.628, 2.443], [1.326, -3.125, 1.729], [-0.025, 4.017, 1.523], [4.656, 1.426, -3.549], [2.263, 1.181, -2.059], [4.536, 0.434, -2.560], [-4.266, 2.227, -0.018], [-2.411, 0.182, -3.549], [2.012, -4.275, 2.119], [-2.278, -2.081, -1.790], [-3.819, 0.733, 1.999], [2.284, 2.295, 1.491], [3.580, 2.295, -3.792], [0.486, -4.438, 4.021], [-0.342, -1.411, 1.821], [1.576, -4.939, 3.281], [-3.590, 0.950, 0.499], [0.039, -1.317, -3.336], [0.003, 1.652, 3.152], [-0.177, -3.274, 3.605], [2.394, 2.180, -3.060], [3.358, 0.307, -1.820], [0.459, 4.539, 2.368], [-0.364, -2.061, -4.046], [2.848, -4.649, 1.546], [0.155, -4.954, 4.914], [-1.094, 1.574, 3.229], [-1.877, 1.021, -4.028], [-2.725, -2.585, -2.665], [-4.741, 2.055, -1.001], [-1.021, -2.894, 4.168], [3.248, -0.460, -1.047], [5.371, -0.248, -2.364], [0.535, -0.503, -3.890], [2.078, -5.839, 3.610], [-2.977, 0.165, 2.433], [1.549, 2.851, -3.242], [-1.613, -2.782, -1.259], [2.637, 2.819, 0.589], [-3.303, 0.588, -3.040], [-4.018, 0.082, -0.052], [2.673, 1.264, 1.465], [0.434, 0.650, 3.311], [-4.741, 0.153, 2.166], [0.380, 2.344, 3.926], [-3.524, 3.037, -0.121], [0.785, -1.790, -2.677], [3.667, 3.070, -4.561], [5.582, 1.520, -4.125], [0.271, 4.501, 0.577], [-3.905, 1.698, 2.529], [-3.078, -1.769, -1.097], [-5.045, 2.557, 0.692], [2.649, 2.814, 2.394], [-1.121, 4.099, 1.624], [-2.731, -0.538, -4.324]], "e_above_lowest_kj_mol": 414.6, "s_squared": 6.076, "gap_ha": [0.2177, 0.1709], "e_lumo_ev": [-0.3, -1.5], "multiplicity": 5, "e_tot_ha": -2469.015456, "e_homo_ev": [-6.198, -6.172]}